78
Properties=species:S:1:pos:R:3:forces:R:3:lowdin_charge:R:1 method="wB97M-V/def2-TZVPD" lumo_ev=-12.927 homo_energy_ev=-14.88 gap_ev=1.95 charge=+2 multiplicity=1
Tl 1.734 -4.943 -2.159 -0.149 0.247 -0.145 1.08
N 1.140 -2.271 -1.170 -0.656 2.231 -3.641 -0.31
S 1.126 -1.652 0.188 -0.360 -1.237 10.307 0.44
O 0.025 -0.726 0.576 2.249 -1.218 -1.387 -0.30
O 2.434 -1.436 0.780 -1.168 0.848 -0.826 -0.27
F 0.720 -3.014 0.979 -0.261 0.769 -0.537 -0.20
S 1.156 -0.809 -1.951 -0.054 0.026 -7.876 0.56
O 2.342 -0.008 -1.884 -0.489 -0.308 1.507 -0.23
O -0.076 -0.089 -2.249 0.713 -0.941 1.759 -0.27
F 1.364 -1.528 -3.394 -0.126 0.231 1.146 -0.19
C -1.122 4.374 -0.896 -1.499 0.735 0.194 -0.16
C -0.039 3.614 -1.542 -0.443 -1.379 0.195 -0.13
C 0.579 2.916 -0.351 0.293 0.543 -1.130 -0.15
O 0.284 3.691 0.786 1.532 -0.702 0.547 -0.04
C -0.559 4.756 0.453 -1.401 0.556 -0.389 -0.13
H -1.947 3.684 -0.715 -0.319 0.142 0.040 0.12
H -1.489 5.178 -1.533 -0.012 0.160 0.384 0.14
H 0.612 4.306 -2.077 0.295 -0.700 -0.273 0.15
H -0.537 2.796 -2.062 0.677 0.374 -1.203 0.13
H 1.615 2.739 -0.642 1.075 0.412 0.940 0.16
H 0.320 1.872 -0.172 -0.788 -0.514 0.234 0.13
H -0.064 5.727 0.468 0.630 0.084 0.041 0.16
H -1.349 4.832 1.200 0.098 -0.043 0.395 0.15
C -2.771 0.624 1.524 -0.905 -0.368 -0.898 -0.14
C -4.266 0.423 1.868 -0.156 0.074 -0.323 -0.15
C -4.503 1.350 3.040 1.725 -0.350 -1.632 -0.09
O -3.173 1.431 3.672 -0.732 -0.666 0.108 0.03
C -2.210 0.707 2.894 -0.764 1.076 0.932 -0.13
H -2.579 1.576 1.029 -0.254 0.237 -0.162 0.12
H -2.308 -0.142 0.902 -0.111 -0.112 0.262 0.10
H -4.519 -0.563 2.257 0.525 -0.430 -0.320 0.13
H -5.014 0.621 1.099 0.327 0.082 -0.273 0.12
H -5.382 0.929 3.529 0.442 0.680 1.429 0.15
H -4.652 2.363 2.668 -0.402 0.420 0.318 0.15
H -2.186 -0.295 3.323 0.287 -0.627 0.397 0.18
H -1.238 1.175 3.050 0.180 0.005 0.140 0.14
O 2.077 -3.753 -5.182 -0.207 -0.191 0.691 -0.10
H 2.058 -4.638 -5.545 -0.085 -0.239 -0.369 0.04
H 2.939 -3.413 -5.425 0.305 0.301 -0.145 0.05
O 4.127 -0.120 -4.410 0.034 -0.075 -0.318 -0.04
H 4.680 -0.505 -3.731 0.204 -0.032 0.180 0.03
H 3.328 0.140 -3.951 -0.161 0.070 0.105 -0.01
O 1.104 -6.453 1.449 -0.011 -0.119 -0.451 -0.05
H 1.920 -6.283 1.919 0.159 0.016 0.199 0.03
H 0.497 -5.787 1.771 -0.179 0.171 0.139 0.03
O 3.614 -4.422 0.461 -0.331 -0.064 -0.300 -0.11
H 4.161 -3.768 0.899 0.068 0.295 0.020 0.03
H 3.942 -5.262 0.782 0.157 -0.306 0.038 0.04
O -0.874 -3.930 -3.236 0.668 -0.554 0.342 -0.13
H -1.630 -4.223 -2.726 -0.312 -0.120 0.040 0.04
H -1.110 -3.052 -3.533 -0.183 0.469 -0.271 0.02
O 5.393 -0.657 1.535 0.184 0.261 0.021 -0.03
H 4.457 -0.459 1.560 -0.278 -0.207 -0.188 -0.03
H 5.441 -1.604 1.665 0.138 -0.187 0.074 0.03
C 3.298 2.678 4.462 -0.637 0.947 0.733 -0.01
C 2.636 2.615 3.128 0.029 -0.292 1.435 -0.43
C 3.241 1.517 2.267 -0.967 -1.023 -1.935 0.00
O 1.241 2.499 3.270 0.781 -0.268 -0.113 0.11
H 4.200 3.288 4.415 0.373 -0.628 -0.065 0.11
H 3.405 1.689 4.906 0.493 0.040 -0.118 0.11
H 2.660 3.237 5.147 -0.176 0.017 0.043 0.10
H 2.779 3.532 2.556 0.222 0.755 -0.548 0.18
H 4.207 1.706 1.798 0.241 0.229 0.874 0.12
H 2.618 1.314 1.395 -0.348 0.253 -0.309 0.07
H 3.122 0.567 2.788 0.531 0.047 0.488 0.11
H 0.934 2.692 2.381 -0.884 0.080 -0.532 0.07
C -3.936 0.152 -2.115 0.579 0.258 0.371 -0.01
C -3.209 -1.197 -2.074 -3.076 -1.362 -0.477 -0.46
C -4.245 -2.345 -2.094 0.216 0.091 -0.223 -0.03
O -2.438 -1.346 -3.263 0.033 0.244 1.577 0.00
H -4.782 0.172 -2.802 0.221 -0.070 -0.064 0.10
H -3.178 0.885 -2.391 -0.241 0.348 -0.113 0.08
H -4.279 0.375 -1.104 -0.155 0.053 0.034 0.06
H -2.617 -1.272 -1.162 0.498 0.132 -0.068 0.13
H -3.695 -3.261 -1.882 -0.282 -0.255 -0.182 0.07
H -4.713 -2.372 -3.078 0.419 -0.208 -0.268 0.10
H -5.125 -2.305 -1.452 0.427 0.435 0.602 0.09
H -1.715 -0.840 -2.885 1.529 0.353 -1.204 0.03

7
Properties=species:S:1:pos:R:3:forces:R:3:nbo_charge:R:1 method="wB97M-V/def2-TZVPD" lumo_ev=0.427 homo_energy_ev=-10.28 gap_ev=10.70 smiles="O=CNS" multiplicity=1
O -0.145 0.340 -2.049 1.107 0.643 -1.085 -0.57
C 0.276 0.274 -0.931 1.528 -0.567 0.255 0.51
N -0.532 0.051 0.081 -2.439 -1.678 3.027 -0.74
S 0.214 -0.807 1.414 -1.912 -5.597 -3.661 0.22
H 1.233 0.217 -0.282 0.771 0.829 -2.774 0.10
H -1.446 -0.289 -0.177 -0.404 0.121 0.120 0.40
H 0.399 0.212 1.943 1.349 6.249 4.119 0.07

12
Properties=species:S:1:pos:R:3:forces:R:3:nbo_charge:R:1 method="wB97M-V/def2-TZVPD" lumo_ev=-4.843 homo_energy_ev=-15.05 gap_ev=10.21 charge=+1 multiplicity=1
C 1.659 -0.150 -0.046 2.236 2.244 -3.360 0.66
N -2.342 -0.094 -0.568 -0.636 2.016 0.032 -0.29
N -1.332 -0.137 0.124 0.386 -3.376 -1.004 0.05
N 2.040 0.923 -0.535 -0.660 -2.270 1.676 -0.69
N -0.747 0.902 0.608 2.633 -2.857 2.310 -0.51
N 1.070 -1.184 0.245 -0.489 0.318 0.108 -0.82
H -2.610 -0.969 -0.987 0.203 -0.762 0.256 0.38
H -0.785 -1.043 0.184 0.246 0.857 0.480 0.45
H 2.668 1.131 -1.332 -0.685 -0.552 0.823 0.46
H -1.202 1.659 0.343 -2.150 5.024 -1.062 0.41
H 1.443 -1.923 0.795 0.608 -0.383 0.598 0.44
H 0.138 0.885 1.168 -1.690 -0.259 -0.856 0.46

8
Properties=species:S:1:pos:R:3:forces:R:3:nbo_charge:R:1 method="wB97M-V/def2-TZVPD" lumo_ev=-0.345 homo_energy_ev=-8.27 gap_ev=7.93 smiles="C[PH2]=S" multiplicity=1
C -0.356 0.699 0.626 0.183 -0.023 -0.274 -0.93
P 0.199 -0.650 -0.465 2.411 1.199 -2.428 0.74
S 1.830 -0.091 -2.275 -2.587 -0.832 2.804 -0.56
H -1.039 0.310 1.378 -0.022 0.003 0.028 0.24
H 0.520 1.137 1.105 -0.054 -0.015 -0.034 0.26
H -0.849 1.465 0.029 0.028 -0.041 0.026 0.26
H -0.984 -1.280 -0.833 -0.181 -0.058 -0.265 0.00
H 0.681 -1.589 0.434 0.221 -0.233 0.143 -0.01

9
Properties=species:S:1:pos:R:3:forces:R:3:nbo_charge:R:1 method="wB97M-V/def2-TZVPD" lumo_ev=-0.058 homo_energy_ev=-9.20 gap_ev=9.14 multiplicity=1
O -0.965 -0.741 0.230 -0.916 -0.033 0.051 -0.91
O -0.517 1.415 1.376 -1.625 1.120 1.580 -0.91
O 1.131 -1.858 -0.115 0.508 -0.631 -0.968 -0.95
O 0.729 0.791 -0.614 0.502 -0.555 0.436 -0.88
S -0.196 -1.847 -0.736 -0.257 -1.824 2.226 1.39
S 0.300 2.349 -1.111 0.406 -1.216 -2.675 0.33
S 0.172 0.277 0.914 1.505 -0.413 -2.109 1.81
H -0.824 -3.042 -0.034 0.392 1.744 -1.251 0.02
H 0.168 2.656 0.091 -0.515 1.807 2.710 0.10

79
Properties=species:S:1:pos:R:3:forces:R:3:lowdin_charge:R:1 method="wB97M-V/def2-TZVPD" lumo_ev="-5.961 / -5.808" homo_energy_ev="-11.33 / -11.29" gap_ev="5.37 / 5.48" charge=+1 multiplicity=1
Pb 0.355 1.076 -1.128 -0.541 -0.366 0.154 1.40
C 1.968 2.405 2.112 -0.008 0.173 0.257 -0.03
C 0.657 1.728 2.465 -0.016 -0.037 -0.030 -0.59
C -0.488 2.725 2.440 0.000 0.016 -0.004 -0.01
C 0.764 1.020 3.807 -0.025 0.033 0.025 -0.01
O 0.450 0.710 1.405 -0.096 0.106 0.097 -0.30
Si -0.610 -0.578 1.509 0.114 -0.543 -0.044 -0.12
S -0.782 -1.147 -0.562 0.263 0.373 -0.115 0.43
O -0.069 -1.829 2.374 -0.072 0.213 0.057 -0.14
C 0.938 -2.853 2.286 -0.050 -0.015 0.027 -0.64
C 2.198 -2.288 1.653 0.033 0.024 -0.060 -0.03
C 0.375 -4.006 1.469 -0.002 -0.027 -0.079 -0.03
C 1.203 -3.282 3.721 0.032 -0.034 -0.010 -0.02
O -1.959 -0.062 2.197 -0.083 0.279 -0.111 -0.13
C -3.314 -0.564 2.332 0.207 -0.106 0.136 -0.62
C -4.107 -0.110 1.124 -0.060 0.018 -0.098 -0.02
C -3.272 -2.081 2.443 -0.092 -0.030 0.014 -0.03
C -3.848 0.070 3.605 -0.050 -0.034 0.021 -0.02
H 2.139 3.249 2.780 -0.034 0.010 0.023 0.11
H 1.944 2.797 1.093 0.025 -0.012 -0.037 0.09
H 2.811 1.721 2.216 -0.211 0.392 0.312 0.06
H -0.308 3.481 3.205 -0.013 0.028 -0.006 0.10
H -1.437 2.239 2.650 -0.005 -0.029 0.021 0.08
H -0.573 3.217 1.470 0.041 -0.011 0.023 0.08
H 1.009 1.749 4.580 0.004 0.013 -0.003 0.10
H 1.547 0.260 3.791 0.013 -0.004 -0.015 0.08
H -0.178 0.546 4.083 -0.012 -0.008 -0.019 0.09
H 2.007 -1.962 0.628 -0.003 0.013 0.009 0.07
H 2.980 -3.047 1.630 0.011 -0.002 0.004 0.10
H 2.558 -1.440 2.240 0.027 0.016 -0.004 0.08
H 0.120 -3.681 0.459 0.031 0.003 0.048 0.05
H -0.521 -4.402 1.946 -0.012 0.006 0.005 0.09
H 1.109 -4.809 1.392 0.003 -0.015 0.028 0.09
H 1.551 -2.436 4.314 0.009 0.014 -0.005 0.09
H 1.964 -4.064 3.750 -0.002 -0.012 0.001 0.09
H 0.291 -3.669 4.174 -0.011 0.004 -0.002 0.09
H -3.699 -0.530 0.203 0.030 -0.008 -0.005 0.07
H -4.091 0.977 1.051 -0.004 0.042 -0.018 0.09
H -5.143 -0.439 1.216 -0.011 0.017 0.001 0.10
H -2.886 -2.530 1.525 0.013 0.008 -0.021 0.08
H -4.277 -2.470 2.607 -0.006 0.002 -0.005 0.10
H -2.637 -2.391 3.273 -0.004 0.018 0.004 0.09
H -3.841 1.157 3.516 0.007 0.005 -0.001 0.09
H -3.238 -0.217 4.462 0.011 -0.012 -0.008 0.09
H -4.873 -0.254 3.786 -0.011 0.005 0.001 0.09
O 1.358 0.115 -3.359 0.066 -0.061 0.021 -0.07
C 2.416 0.184 -4.019 -0.056 0.080 -0.222 -0.31
C 2.364 -0.021 -5.455 -0.014 0.025 0.105 0.04
C 3.458 0.157 -6.238 0.007 -0.013 0.033 -0.04
C 4.679 0.542 -5.646 -0.007 0.030 0.025 -0.01
C 4.790 0.696 -4.269 0.056 -0.007 -0.056 -0.01
C 3.714 0.490 -3.423 -0.078 -0.044 0.044 -0.03
C 3.889 0.527 -1.981 0.014 -0.096 -0.094 -0.26
N 2.966 0.606 -1.031 0.071 0.119 0.049 0.04
C 3.627 0.565 0.164 -0.060 -0.223 -0.089 -0.13
C 4.967 0.439 -0.053 0.024 -0.004 -0.038 -0.02
N 5.117 0.416 -1.408 0.034 0.062 0.039 0.13
H 1.402 -0.303 -5.861 0.008 0.018 -0.018 0.13
H 3.401 0.020 -7.309 -0.010 0.000 -0.005 0.12
H 5.544 0.723 -6.269 0.009 -0.013 -0.005 0.12
H 5.749 0.998 -3.870 -0.004 0.000 0.005 0.12
H 3.099 0.616 1.097 0.133 -0.319 -0.380 0.06
H 5.799 0.353 0.623 0.009 -0.006 0.006 0.13
H 5.990 0.293 -1.891 -0.011 -0.018 -0.014 0.16
O -0.986 1.425 -3.214 -0.036 -0.202 -0.405 -0.09
C -2.349 1.187 -3.200 0.047 0.048 0.236 -0.25
C -2.917 0.407 -4.196 -0.042 0.009 0.024 -0.01
C -4.280 0.170 -4.182 -0.017 0.064 0.025 -0.06
C -5.071 0.729 -3.185 0.039 -0.062 -0.094 -0.06
C -4.484 1.512 -2.211 0.082 0.159 0.198 -0.01
C -3.106 1.744 -2.179 -0.195 -0.050 -0.104 -0.07
C -2.556 2.592 -1.069 0.388 0.084 0.181 -0.54
O -3.266 3.328 -0.426 -0.103 -0.173 -0.138 0.12
O -1.258 2.530 -0.769 -0.018 0.118 0.101 -0.23
H -0.599 0.865 -3.898 0.237 -0.022 -0.094 0.08
H -2.297 0.000 -4.986 0.026 -0.012 0.015 0.12
H -4.725 -0.437 -4.959 0.001 -0.009 0.006 0.11
H -6.138 0.561 -3.179 -0.009 0.010 0.013 0.11
H -5.081 1.984 -1.444 -0.030 -0.018 0.065 0.13

12
Properties=species:S:1:pos:R:3:forces:R:3:nbo_charge:R:1 method="wB97M-V/def2-TZVPD" lumo_ev=0.472 homo_energy_ev=-11.25 gap_ev=11.73 smiles=O.O.O.O multiplicity=1
O -2.206 16.612 -24.603 0.163 0.028 -0.204 -0.94
H -3.057 16.220 -24.803 -0.199 -0.089 -0.078 0.47
H -2.231 16.771 -23.659 0.062 0.072 0.358 0.48
O -1.381 16.978 -20.655 -0.204 -0.004 -0.205 -0.94
H -0.948 16.182 -20.348 0.068 -0.237 0.058 0.47
H -0.828 17.691 -20.336 0.101 0.272 0.085 0.47
O -4.913 20.111 -20.876 -0.181 -0.104 0.075 -0.94
H -5.076 20.914 -21.372 -0.086 0.187 -0.129 0.46
H -3.960 20.057 -20.813 0.274 -0.099 0.060 0.47
O -0.571 21.011 -18.880 -0.131 -0.231 -0.072 -0.94
H -0.795 21.938 -18.960 -0.107 0.231 -0.022 0.47
H 0.354 21.007 -18.637 0.241 -0.026 0.076 0.47

59
Properties=species:S:1:pos:R:3:forces:R:3:nbo_charge:R:1 method="wB97M-V/def2-TZVPD" lumo_ev="-0.609 / -0.990" homo_energy_ev="-7.68 / -7.64" gap_ev="7.07 / 6.65" multiplicity=6 s_squared=8.764
Os 0.118 0.389 0.044 0.016 0.387 0.617 1.35
F 4.723 -2.600 0.696 -0.022 0.025 0.055 -0.31
C 4.160 -2.206 1.837 0.104 -0.066 0.022 0.73
F 4.639 -1.008 2.161 -0.043 0.004 0.009 -0.31
F 4.467 -3.069 2.798 -0.005 0.017 -0.057 -0.30
S 2.337 -2.144 1.592 -0.112 0.092 -0.108 2.25
O 2.162 -1.050 0.643 0.008 -0.224 0.009 -0.99
O 1.962 -3.461 1.203 0.037 0.028 -0.001 -0.89
N 1.840 -1.794 3.058 0.073 0.153 -0.092 -1.20
S 0.939 -0.550 3.324 -0.127 -0.581 0.012 2.25
O 0.341 -0.565 4.619 0.056 -0.059 -0.040 -0.90
O -0.010 -0.339 2.217 0.138 0.491 0.119 -1.02
C 2.147 0.865 3.475 -0.105 0.004 -0.035 0.74
F 1.520 1.918 4.008 0.001 0.087 -0.135 -0.32
F 2.722 1.209 2.336 0.017 -0.037 0.036 -0.29
F 3.088 0.469 4.324 0.004 0.000 0.061 -0.30
N -2.631 3.218 -4.228 0.015 0.086 -0.007 -0.79
C -2.709 3.118 -2.868 0.140 -0.034 -0.018 0.36
C -1.587 2.661 -2.138 -0.004 -0.053 -0.021 -0.01
N -1.643 2.478 -0.841 -0.236 0.019 0.192 -0.43
C -2.799 2.788 -0.221 -0.032 0.062 -0.197 -0.09
C -3.857 3.308 -0.931 0.009 -0.013 0.007 0.01
N -3.828 3.472 -2.258 -0.068 -0.021 0.062 -0.44
H -1.945 2.640 -4.686 -0.025 -0.039 -0.003 0.40
H -3.506 3.340 -4.710 -0.001 -0.005 0.007 0.40
H -0.665 2.408 -2.653 -0.010 -0.036 -0.006 0.22
H -2.875 2.604 0.842 0.026 0.026 0.003 0.20
H -4.771 3.592 -0.423 -0.030 -0.010 -0.030 0.20
C 2.099 0.557 -2.518 0.081 -0.002 0.069 -0.65
C 0.683 0.235 -2.863 -0.021 0.048 -0.023 0.11
C 0.092 0.075 -4.087 -0.100 0.039 0.027 -0.32
C -1.271 -0.282 -3.847 0.041 0.059 -0.041 -0.33
C -1.452 -0.319 -2.490 0.058 -0.047 -0.002 0.14
C -2.660 -0.694 -1.706 -0.047 0.006 0.057 -0.65
N -0.258 0.001 -1.874 0.097 -0.217 -0.280 -0.66
H 2.614 0.985 -3.377 0.001 -0.015 -0.018 0.23
H 2.650 -0.330 -2.198 -0.007 -0.021 0.009 0.23
H 2.171 1.286 -1.701 -0.028 0.016 -0.009 0.21
H 0.581 0.182 -5.042 0.023 -0.016 -0.026 0.22
H -2.025 -0.508 -4.586 -0.017 -0.026 -0.012 0.22
H -3.508 -0.838 -2.375 -0.006 -0.009 -0.008 0.23
H -2.934 0.073 -0.977 0.007 0.021 -0.007 0.21
H -2.501 -1.624 -1.153 0.007 -0.005 -0.008 0.22
O 0.500 2.231 1.305 0.208 -0.111 -0.092 -0.64
N -0.385 3.013 1.876 -0.074 -0.019 -0.102 0.07
C -0.435 4.298 1.480 -0.073 -0.012 0.070 0.04
C -1.321 5.174 2.065 0.066 0.011 -0.039 -0.22
C -2.168 4.727 3.067 -0.010 -0.033 0.022 -0.17
C -2.096 3.399 3.456 0.000 -0.012 0.005 -0.21
C -1.196 2.551 2.848 0.056 0.068 -0.028 0.01
H 0.258 4.543 0.691 -0.002 0.018 -0.006 0.25
H -1.335 6.199 1.727 -0.023 0.005 -0.001 0.24
H -2.869 5.401 3.537 -0.011 0.013 0.010 0.23
H -2.730 3.000 4.235 -0.012 0.015 0.009 0.24
H -1.074 1.507 3.090 -0.030 -0.011 0.005 0.26
C 0.368 -3.039 -1.582 0.029 -0.220 -0.045 -0.51
H 1.442 -2.964 -1.555 0.032 0.050 -0.010 0.17
H -0.157 -3.014 -2.523 -0.028 0.092 -0.031 0.17
H -0.154 -3.283 -0.671 -0.040 0.018 0.041 0.17